[1]
Here is 7 unconnected molecules or ions with the total composition C12H36ClO6S2 in a non-equilibrium geometry from the OMol25 dataset. Energies are from wB97M-V/def2-TZVPD.

Its total charge is -1. Its multiplicity is 1.

Last column: natural (NBO) charge in e.
Positions of all 57 atoms, in Å:
Cl -0.431 0.128 0.704  -0.802
C 0.443 4.880 -1.468  -0.613
C 0.367 3.442 -1.050  -0.067
O -0.428 3.274 0.110  -0.765
H 1.166 5.068 -2.321  0.196
H 0.688 5.658 -0.810  0.206
H -0.557 5.354 -1.818  0.190
H 1.303 3.226 -0.871  0.163
H -0.095 2.979 -1.900  0.154
H -0.462 2.296 0.356  0.504
C -3.683 2.150 4.224  -0.651
C -2.815 1.942 3.001  -0.057
O -2.240 0.661 2.965  -0.786
H -4.252 3.044 4.220  0.213
H -3.182 1.778 5.047  0.213
H -4.551 1.681 4.256  0.207
H -1.967 2.690 2.833  0.160
H -3.406 1.963 2.068  0.153
H -1.736 0.569 2.115  0.495
C -0.523 -0.623 -4.811  -0.600
C -0.027 -0.047 -3.535  -0.087
O -0.891 -0.380 -2.391  -0.793
H -0.604 -1.596 -4.567  0.205
H 0.103 -0.444 -5.710  0.209
H -1.678 -0.190 -5.113  0.182
H -0.121 1.032 -3.636  0.174
H 0.910 -0.612 -3.345  0.166
H -0.592 0.145 -1.542  0.508
C 4.402 0.698 -1.578  -0.622
C 2.882 0.379 -1.279  -0.034
O 2.496 0.513 0.034  -0.802
H 4.428 0.840 -2.643  0.199
H 5.042 -0.072 -1.283  0.196
H 4.625 1.576 -1.027  0.207
H 2.773 -0.605 -1.509  0.141
H 2.198 1.107 -1.814  0.146
H 1.519 0.288 0.249  0.504
C 0.577 -3.266 -1.418  -0.840
S -1.088 -3.391 -1.929  1.249
O -1.393 -4.786 -2.485  -1.006
C -1.843 -3.349 -0.275  -0.795
H 0.736 -4.244 -0.732  0.234
H 0.736 -2.373 -0.991  0.240
H 1.075 -3.166 -2.408  0.232
H -1.691 -2.371 -0.027  0.243
H -1.408 -3.920 0.435  0.207
H -2.835 -3.708 -0.338  0.231
C 0.936 -2.813 2.514  -0.885
S -0.443 -2.303 3.458  1.308
O -0.565 -3.271 4.643  -0.992
C 0.432 -0.959 4.086  -0.935
H 0.588 -3.875 2.041  0.216
H 1.776 -3.236 3.174  0.240
H 1.288 -2.334 1.619  0.259
H 0.910 -0.335 3.158  0.269
H 1.390 -0.970 4.771  0.245
H -0.278 -0.123 4.545  0.266


[2]
Here is a molecular structure, C12H36INaO16P4 in a non-equilibrium geometry from the OMol25 dataset. Energies are from wB97M-V/def2-TZVPD.

Its total charge is 0. Its multiplicity is 1.

Last column: natural (NBO) charge in e.
Positions of all 70 atoms, in Å:
Na 14.399 0.308 1.776  0.899
I 12.582 -1.535 3.274  -0.938
C 19.035 3.801 -0.978  -0.258
O 17.754 3.360 -0.525  -0.819
P 17.555 1.858 0.001  2.589
O 16.227 1.561 0.535  -1.105
O 18.773 1.621 1.017  -0.806
C 18.833 2.447 2.175  -0.253
O 18.050 0.895 -1.166  -0.808
C 17.338 0.899 -2.410  -0.258
H 19.363 4.592 -0.305  0.192
H 18.968 4.061 -2.033  0.194
H 19.797 3.016 -0.915  0.195
H 19.409 3.346 1.942  0.171
H 19.307 1.927 3.002  0.196
H 17.836 2.760 2.495  0.199
H 16.840 -0.071 -2.477  0.204
H 18.008 1.043 -3.256  0.188
H 16.577 1.685 -2.435  0.188
C 13.855 -0.896 -1.310  -0.274
O 14.063 -2.162 -0.699  -0.809
P 15.526 -2.419 -0.047  2.595
O 15.853 -1.470 1.014  -1.117
O 15.542 -3.957 0.292  -0.823
C 15.091 -4.414 1.591  -0.257
O 16.496 -2.329 -1.314  -0.817
C 16.312 -3.240 -2.391  -0.258
H 14.606 -0.149 -1.040  0.195
H 12.907 -0.483 -0.953  0.212
H 13.764 -0.996 -2.393  0.180
H 14.110 -4.881 1.495  0.195
H 14.962 -3.582 2.283  0.232
H 15.809 -5.171 1.893  0.188
H 16.032 -2.649 -3.270  0.177
H 15.570 -4.019 -2.240  0.203
H 17.254 -3.710 -2.678  0.192
C 11.050 5.449 0.636  -0.250
O 11.865 4.307 0.411  -0.803
P 11.728 2.991 1.280  2.600
O 12.637 1.893 0.922  -1.129
O 11.888 3.578 2.743  -0.838
C 12.038 2.757 3.926  -0.262
O 10.179 2.599 1.120  -0.825
C 9.755 1.340 1.655  -0.265
H 11.234 6.164 -0.164  0.193
H 11.236 5.957 1.582  0.189
H 10.003 5.144 0.574  0.192
H 12.521 1.807 3.691  0.221
H 11.040 2.589 4.331  0.188
H 12.676 3.341 4.583  0.194
H 8.762 1.470 2.081  0.187
H 10.462 0.920 2.375  0.213
H 9.687 0.583 0.870  0.194
C 15.880 5.196 5.073  -0.242
O 15.684 4.060 4.222  -0.815
P 15.775 2.558 4.699  2.594
O 15.476 1.549 3.695  -1.109
O 17.238 2.453 5.342  -0.823
C 17.663 1.162 5.798  -0.255
O 14.802 2.560 5.997  -0.826
C 14.107 1.369 6.342  -0.276
H 16.015 4.918 6.115  0.198
H 15.025 5.848 4.909  0.196
H 16.763 5.733 4.726  0.189
H 18.460 0.813 5.140  0.191
H 16.870 0.417 5.838  0.200
H 18.107 1.291 6.785  0.191
H 14.460 0.953 7.291  0.180
H 14.167 0.550 5.621  0.231
H 13.052 1.608 6.489  0.189


Calculated total energy, respectively: -59501.5070; -95473.0721 eV.
HOMO-LUMO gap, respectively: 0.3237; 0.2665 hartree.